No. 1
{
  "formula": "C46H47N7O3PSeTl",
  "method": "ωB97M-V/def2-TZVPD",
  "elements": ["Tl", "O", "C", "C", "C", "C", "C", "C", "C", "O", "N", "N", "C", "C", "C", "C", "C", "C", "C", "O", "H", "H", "H", "H", "H", "H", "H", "H", "H", "H", "C", "C", "C", "C", "C", "C", "P", "C", "C", "C", "C", "C", "C", "C", "C", "C", "C", "C", "C", "C", "C", "C", "C", "H", "H", "H", "H", "H", "H", "H", "H", "H", "H", "H", "H", "H", "H", "H", "H", "C", "N", "C", "C", "N", "C", "C", "Se", "H", "H", "H", "H", "H", "H", "H", "H", "C", "N", "C", "C", "N", "N", "C", "C", "H", "H", "H", "H", "H", "H", "H", "H", "H", "H", "H", "H", "H"],
  "xyz": [[1.40, -0.35, -1.08], [1.26, -0.29, 3.83], [1.62, -1.58, 4.01], [1.56, -2.12, 5.29], [1.87, -3.45, 5.50], [2.27, -4.26, 4.44], [2.37, -3.72, 3.17], [2.06, -2.38, 2.94], [2.14, -1.82, 1.57], [1.52, -0.71, 1.31], [2.92, -2.46, 0.73], [3.02, -1.84, -0.48], [3.99, -2.21, -1.24], [4.37, -1.63, -2.50], [5.18, -2.41, -3.35], [5.61, -1.95, -4.57], [5.30, -0.64, -4.95], [4.55, 0.16, -4.12], [4.01, -0.30, -2.90], [3.25, 0.48, -2.20], [1.25, -0.17, 2.85], [1.24, -1.48, 6.10], [1.80, -3.86, 6.50], [2.49, -5.30, 4.61], [2.68, -4.32, 2.33], [4.61, -3.02, -0.87], [5.43, -3.41, -3.03], [6.19, -2.59, -5.22], [5.65, -0.26, -5.90], [4.31, 1.18, -4.41], [-5.86, -1.46, 0.60], [-5.07, -2.14, -0.32], [-3.83, -1.65, -0.66], [-3.35, -0.46, -0.10], [-4.15, 0.21, 0.82], [-5.40, -0.28, 1.17], [-1.65, 0.07, -0.56], [-1.61, 1.71, 0.27], [-1.24, 1.67, 1.61], [-1.14, 2.83, 2.36], [-1.40, 4.06, 1.76], [-1.77, 4.11, 0.43], [-1.88, 2.94, -0.32], [-1.89, 0.48, -2.34], [-3.07, 1.08, -2.73], [-3.32, 1.40, -4.07], [-2.41, 1.07, -5.03], [-1.21, 0.41, -4.69], [-0.31, 0.00, -5.71], [0.81, -0.70, -5.41], [1.13, -0.97, -4.06], [0.32, -0.52, -3.04], [-0.91, 0.13, -3.32], [-6.84, -1.83, 0.86], [-5.44, -3.06, -0.76], [-3.20, -2.19, -1.36], [-3.80, 1.13, 1.27], [-6.00, 0.25, 1.89], [-1.05, 0.70, 2.07], [-0.85, 2.78, 3.40], [-1.33, 4.97, 2.34], [-1.99, 5.06, -0.03], [-2.18, 3.00, -1.36], [-3.83, 1.29, -1.99], [-4.25, 1.88, -4.34], [-2.59, 1.30, -6.07], [-0.55, 0.25, -6.74], [1.49, -1.03, -6.18], [2.04, -1.51, -3.85], [-3.77, -4.67, 2.06], [-3.91, -3.52, 2.91], [-4.90, -3.31, 3.85], [-4.60, -2.16, 4.49], [-3.42, -1.68, 3.95], [-2.73, -0.50, 4.39], [-2.99, -2.52, 2.97], [-1.51, -2.36, 1.92], [-4.65, -5.31, 2.17], [-2.87, -5.22, 2.32], [-3.68, -4.36, 1.02], [-5.73, -3.99, 3.98], [-5.11, -1.65, 5.29], [-2.90, -0.36, 5.46], [-3.08, 0.38, 3.85], [-1.66, -0.62, 4.21], [3.38, 3.79, -2.13], [2.08, 3.41, -1.57], [1.20, 2.85, -2.59], [2.07, 2.83, -0.33], [1.45, 1.71, -0.09], [2.69, 3.53, 0.66], [2.98, 2.90, 1.93], [2.68, 4.98, 0.69], [3.87, 2.91, -2.55], [4.02, 4.22, -1.37], [3.22, 4.52, -2.92], [1.00, 3.62, -3.33], [0.26, 2.55, -2.13], [1.65, 1.99, -3.08], [1.36, 1.50, 0.89], [3.20, 1.84, 1.78], [2.16, 3.00, 2.65], [3.87, 3.37, 2.35], [2.20, 5.37, -0.20], [3.70, 5.38, 0.75], [2.13, 5.33, 1.57]],
  "mulliken_charge": [1.68, -0.76, 0.43, -0.73, -0.35, -0.83, -0.61, 0.36, 0.50, -0.54, -1.04, 0.39, -0.64, 0.79, -0.76, -0.79, -0.71, -0.28, 0.17, -0.61, 0.42, 0.43, 0.40, 0.40, 0.44, 0.43, 0.40, 0.39, 0.42, 0.42, -0.53, -0.83, -0.44, 0.16, -0.42, -0.72, -0.03, 1.30, 0.41, -0.79, -0.91, -0.69, -0.51, 0.66, -0.35, -0.98, -0.95, 1.48, -0.88, -1.06, -0.25, -0.06, -0.88, 0.40, 0.44, 0.43, 0.52, 0.43, 0.04, 0.59, 0.41, 0.38, 0.35, 0.54, 0.41, 0.41, 0.38, 0.43, 0.73, -0.87, 0.48, -0.52, -0.47, 0.40, -0.72, -0.62, -0.06, 0.30, 0.34, 0.27, 0.44, 0.49, 0.41, 0.30, -0.01, -0.88, 0.24, -0.68, 0.23, 0.78, 0.30, -1.23, -1.31, -0.01, 0.38, 0.34, 0.48, -0.03, 0.06, -0.48, 0.31, 0.33, 0.41, 0.41, 0.35, 0.37],
  "molar_mass_da": 1060.2,
  "total_energy_ev": -144366.5525,
  "relative_energy_kcal_mol": 12.0,
  "orbital_gap_ev": 7.26
}



No. 2
{
  "formula": "C3H6OS2",
  "method": "ωB97M-V/def2-TZVPD",
  "elements": ["C", "C", "C", "H", "H", "H", "H", "H", "H", "O", "S", "S"],
  "xyz": [[-0.91, -0.31, 0.21], [0.50, -0.75, 0.04], [0.27, 0.70, 0.49], [-1.12, 0.08, -2.10], [-1.42, -0.69, 1.10], [0.73, -0.99, -1.00], [2.06, -1.69, 0.87], [0.60, 0.91, 1.53], [-0.44, 2.74, -0.23], [1.10, -1.59, 1.03], [-1.96, -0.39, -1.28], [0.58, 1.98, -0.67]],
  "mulliken_charge": [-0.23, -0.17, -0.28, 0.10, 0.33, 0.34, 0.32, 0.36, 0.13, -0.53, -0.15, -0.23],
  "molar_mass_da": 122.2,
  "total_energy_ev": -26924.5563,
  "smiles": "O[C@@H]1[C@@H](S)[C@H]1S",
  "relative_energy_kcal_mol": 43.5,
  "orbital_gap_ev": 9.75
}



No. 3
{
  "formula": "C4H5N3S",
  "method": "ωB97M-V/def2-TZVPD",
  "elements": ["C", "C", "C", "C", "H", "H", "H", "H", "H", "N", "N", "N", "S"],
  "xyz": [[-0.11, -0.77, 0.49], [-1.06, 0.33, 0.19], [0.78, 1.25, -0.39], [-2.22, -0.24, -0.59], [3.40, -0.48, 0.44], [-0.21, -1.08, 1.59], [-0.43, -1.66, -0.24], [-1.57, 0.66, 1.15], [1.45, 1.94, -0.72], [1.14, -0.02, -0.13], [-0.51, 1.45, -0.35], [-3.25, -0.84, -0.84], [2.61, -0.54, -0.60]],
  "mulliken_charge": [-0.48, 0.55, -0.09, -0.05, 0.11, 0.27, 0.30, 0.22, 0.52, -0.08, -0.61, -0.47, -0.18],
  "molar_mass_da": 127.2,
  "total_energy_ev": -19531.4458,
  "smiles": "N#C[C@H]1CN(S)C=N1",
  "relative_energy_kcal_mol": 79.2,
  "orbital_gap_ev": 9.69
}



No. 4
{
  "formula": "C4H8O2",
  "method": "ωB97M-V/def2-TZVPD",
  "elements": ["C", "O", "C", "C", "O", "C", "H", "H", "H", "H", "H", "H", "H", "H"],
  "xyz": [[2.13, 0.07, 0.27], [0.81, 0.35, 0.69], [-0.13, 0.22, -0.29], [-1.47, -1.38, -0.41], [-2.28, -0.25, -0.60], [-1.52, 0.72, 0.08], [2.25, -1.00, 0.06], [2.40, 0.65, -0.62], [2.78, 0.35, 1.10], [0.21, 0.57, -1.28], [-1.34, -1.52, 0.69], [-0.32, -1.02, -0.76], [-1.65, 0.64, 1.17], [-1.77, 1.73, -0.25]],
  "mulliken_charge": [-0.67, -0.33, 0.00, -0.55, -0.27, -0.54, 0.30, 0.31, 0.24, 0.40, 0.20, 0.31, 0.29, 0.33],
  "molar_mass_da": 88.1,
  "total_energy_ev": -8367.2193,
  "relative_energy_kcal_mol": 139.8,
  "orbital_gap_ev": 8.73
}